A molecular structure, C37H27BrN7O8Re, computed with the ωB97M-V functional and the def2-TZVPD basis.

Structure (ORCA input):
```
! wB97M-V def2-TZVPD RIJCOSX def2/J DEFGRID3
* xyz 1 2
Re 0.9931 0.2775 -0.6561
O -0.9325 2.7449 4.0021
C -0.7562 1.5022 4.4485
C -1.1514 1.2274 5.7633
C -1.0294 -0.0374 6.2912
C -0.4954 -1.0732 5.5228
C -0.0771 -0.8181 4.2381
C -0.1866 0.4602 3.6751
C 0.3426 0.6471 2.3178
O 0.9555 -0.2480 1.6987
N 0.2378 1.8911 1.7912
N 0.7123 1.9576 0.5924
C 0.9481 3.1121 0.0288
C 1.6683 3.0797 -1.1999
C 2.0496 4.2244 -1.9043
C 2.8834 4.1045 -2.9939
C 3.3203 2.8328 -3.3733
C 2.8671 1.7377 -2.6789
N 2.0585 1.8378 -1.6120
H -0.6363 2.7788 3.0648
H -1.5736 2.0437 6.3317
H -1.3506 -0.2261 7.3063
H -0.4090 -2.0650 5.9426
H 0.3431 -1.6057 3.6271
H 0.7000 4.0333 0.5380
H 1.6850 5.1845 -1.5713
H 3.2013 4.9816 -3.5390
H 4.0020 2.7008 -4.1986
H 3.1568 0.7356 -2.9689
N 2.9989 -2.4665 -0.6102
C 3.3447 -1.5340 0.3248
C 4.2513 -1.9373 1.3198
C 4.7899 -1.0124 2.1756
C 4.4367 0.3294 2.0098
C 3.4879 0.6400 1.0774
N 2.9059 -0.2704 0.2665
C 2.1419 -2.4513 -1.6846
C 2.0907 -3.6222 -2.4522
C 1.2508 -3.6960 -3.5359
C 0.4935 -2.5740 -3.8720
C 0.6265 -1.4478 -3.1030
N 1.4315 -1.3696 -2.0204
H 3.3571 -3.3879 -0.4135
H 4.5019 -2.9847 1.4052
H 5.4824 -1.3137 2.9485
H 4.8683 1.1072 2.6191
H 3.1533 1.6612 0.9651
H 2.6990 -4.4677 -2.1638
H 1.1916 -4.6021 -4.1221
H -0.1905 -2.5824 -4.7072
H 0.0668 -0.5539 -3.3347
Br -4.3607 -0.0399 3.4108
C -3.2313 -1.4924 2.9414
C -3.3332 -2.6881 3.6348
C -2.4652 -3.7253 3.3248
C -1.5095 -3.5619 2.3362
C -1.4429 -2.3669 1.6298
C -2.3044 -1.3169 1.9309
C -0.3775 -2.1827 0.5969
O 0.4541 -3.0460 0.3698
O -0.4250 -1.0364 -0.0295
H -4.0807 -2.8044 4.4064
H -2.5340 -4.6616 3.8604
H -0.8093 -4.3487 2.0950
H -2.2381 -0.3844 1.3858
O -1.8471 1.5350 -0.2312
C -1.6713 1.3494 -1.4215
O -0.5336 0.9607 -1.9385
C -2.7578 1.5695 -2.4297
C -3.9201 2.2439 -2.0701
C -4.9306 2.4302 -3.0001
C -4.8052 1.9319 -4.2869
C -3.6476 1.2494 -4.6285
C -2.6217 1.0735 -3.7166
N -3.4947 0.6893 -5.9689
O -2.5198 -0.0152 -6.1669
O -4.3406 0.9546 -6.7943
H -4.0154 2.6173 -1.0602
H -5.8282 2.9621 -2.7206
H -5.5880 2.0650 -5.0192
H -1.7272 0.5536 -4.0176
*
```

The HOMO energy (alpha / beta) is -10.46 / -10.46 eV. As for the orbital gap (alpha / beta): 0.208 / 0.215 Eh. As for the maximum force: 0.080 hartree/bohr. The energy above the lowest of the compared OMol25 structures with the same formula, charge and spin comes out at 37.55 kcal/mol. For the total energy, the calculation gives -5063.492272 a.u. The LUMO energy (alpha / beta) is -4.80 / -4.60 eV.

A molecular structure, C37H28Cl3F3N3O5OsPS2, computed with the ωB97M-V functional and the def2-TZVPD basis.

Structure (ORCA input):
```
! wB97M-V def2-TZVPD RIJCOSX def2/J DEFGRID3
* xyz 0 1
Os -0.6336 0.6485 -0.0168
Cl 0.6956 2.3162 1.0645
C 1.2753 1.7387 2.5963
C 1.0676 2.5751 3.6810
C 1.5369 2.2040 4.9303
C 2.2142 1.0051 5.0886
C 2.4088 0.1723 3.9987
C 1.9337 0.5182 2.7325
P 2.1227 -0.5824 1.3041
C 3.2027 0.2275 0.1415
C 4.1039 1.2048 0.5606
C 4.9881 1.7535 -0.3518
C 4.9743 1.3253 -1.6742
C 4.0791 0.3513 -2.0882
C 3.1907 -0.2044 -1.1807
C 2.9587 -2.0468 1.9380
C 4.2178 -2.3940 1.4571
C 4.8335 -3.5561 1.8991
C 4.1941 -4.3760 2.8161
C 2.9408 -4.0303 3.3060
C 2.3246 -2.8688 2.8729
H 0.5363 3.5064 3.5337
H 1.3727 2.8563 5.7777
H 2.5935 0.7146 6.0591
H 2.9500 -0.7539 4.1309
H 4.1047 1.5425 1.5903
H 5.6809 2.5222 -0.0357
H 5.6593 1.7659 -2.3871
H 4.0504 0.0394 -3.1237
H 2.4718 -0.9490 -1.4957
H 4.7138 -1.7638 0.7298
H 5.8113 -3.8222 1.5201
H 4.6731 -5.2858 3.1541
H 2.4409 -4.6663 4.0250
H 1.3470 -2.6058 3.2607
N -4.0646 -3.5139 -3.1215
C -3.3177 -2.5815 -2.4448
C -3.9070 -1.6843 -1.5515
C -3.1199 -0.7854 -0.8699
N -1.7866 -0.7171 -1.0176
C -1.2137 -1.5855 -1.8720
C -1.9281 -2.5187 -2.5857
H -5.0524 -3.3446 -3.2009
H -3.6463 -3.9372 -3.9318
H -4.9784 -1.6799 -1.3968
H -3.5570 -0.0628 -0.1956
H -0.1420 -1.4978 -1.9758
H -1.4065 -3.1890 -3.2571
Cl -1.5750 -0.2187 2.1940
C -1.1347 -1.8760 1.8361
C -1.9245 -2.9113 2.2833
C -1.6234 -4.2049 1.8720
C -0.5704 -4.4278 1.0050
C 0.2101 -3.3637 0.5717
Cl 1.4827 -3.6726 -0.5629
C -0.0210 -2.0582 1.0070
N 0.7332 -0.9504 0.5849
H -2.7734 -2.7070 2.9219
H -2.2346 -5.0322 2.2060
H -0.3492 -5.4231 0.6446
F -4.5876 2.7706 1.4107
C -3.4348 3.4441 1.4561
F -3.6934 4.6914 1.8409
F -2.6691 2.8696 2.4065
S -2.5487 3.4042 -0.1568
O -3.4639 3.9738 -1.1024
O -1.3344 4.1207 0.1058
O -2.3932 1.9292 -0.2981
O -4.4964 5.2277 -4.1779
C -4.0454 4.1537 -4.8656
O -4.6154 3.7854 -5.8561
C -2.8607 3.4742 -4.2712
C -2.7921 2.0870 -4.3304
C -1.7807 1.4153 -3.6724
C -0.8061 2.1158 -2.9582
S 0.4449 1.2772 -2.0159
C -0.8319 3.5071 -2.9786
C -1.8596 4.1805 -3.6172
H -4.0918 5.2338 -3.2983
H -3.5641 1.5487 -4.8659
H -1.7509 0.3339 -3.6939
H -0.0755 4.0535 -2.4319
H -1.8839 5.2639 -3.5865
*
```

The HOMO energy is -6.60 eV. As for the orbital gap: 0.238 Eh. As for the maximum force: 0.013 hartree/bohr. The energy above the lowest of the compared OMol25 structures with the same formula, charge and spin comes out at 0.00 kcal/mol. For the total energy, the calculation gives -4875.919423 a.u. The LUMO energy is -0.13 eV.

A molecular structure, C37H28ClKN4O5S, computed with the ωB97M-V functional and the def2-TZVPD basis.

Structure (ORCA input):
```
! wB97M-V def2-TZVPD RIJCOSX def2/J DEFGRID3
* xyz -2 1
K 0.4810 0.4913 -0.3924
Cl -0.6900 8.3589 -0.8066
C -0.4126 6.6662 -0.4029
C -0.5646 6.2419 0.9288
C -0.3599 4.9309 1.2559
C 0.0080 3.9261 0.2818
O 0.2380 2.7402 0.6196
C 0.1168 4.4111 -1.0779
C 0.4142 3.5285 -2.1951
O 0.3564 2.3152 -2.2306
C -0.0654 5.7699 -1.3749
H -0.8355 6.9673 1.6869
H -0.4788 4.5934 2.2801
H 0.7022 4.0787 -3.1209
H 0.0569 6.1039 -2.4009
N 6.9878 -5.9913 -7.0877
C 6.3321 -5.3456 -6.3964
C 5.5155 -4.5320 -5.5328
C 6.1121 -3.6849 -4.5998
C 5.3242 -2.8999 -3.7770
C 3.9314 -2.9371 -3.8636
C 3.3491 -3.7850 -4.8065
C 4.1267 -4.5803 -5.6301
C 3.0927 -2.0916 -2.9642
C 2.1130 -2.7539 -2.2294
C 1.9575 -4.1873 -2.1228
C 0.8803 -4.3984 -1.3084
C 0.4078 -3.0937 -0.9486
N 1.1279 -2.1295 -1.4733
C 3.4023 -0.7132 -2.9548
C 4.2401 -0.0440 -3.9075
C 4.2731 1.2806 -3.5293
C 3.4646 1.3594 -2.3610
N 2.9387 0.1952 -2.0236
H 7.1910 -3.6553 -4.5198
H 5.7804 -2.2519 -3.0410
H 2.2705 -3.8080 -4.8874
H 3.6651 -5.2400 -6.3538
H 2.5992 -4.9371 -2.5605
H 0.4648 -5.3428 -0.9912
H -0.4416 -2.8729 -0.3118
H 4.7093 -0.4895 -4.7727
H 4.7964 2.0924 -4.0153
H 3.2728 2.2434 -1.7630
O -1.4325 0.0283 0.8823
S -1.4593 -0.1632 2.3602
C -2.8966 -1.2588 2.7188
C -4.1655 -0.8793 2.0260
C -5.3148 -0.5714 2.7539
C -6.4696 -0.1238 2.1260
C -6.4963 0.0226 0.7456
C -5.3766 -0.3324 0.0039
C -4.2291 -0.7955 0.6324
C -2.2956 1.4192 2.9317
C -2.1944 1.5166 4.4175
C -3.2846 1.2682 5.2500
C -3.1503 1.2700 6.6320
C -1.9170 1.5323 7.2136
C -0.8240 1.7940 6.3969
C -0.9613 1.7829 5.0169
H -2.9951 -1.2432 3.8064
H -2.5109 -2.2331 2.4031
H -5.3073 -0.6982 3.8310
H -7.3464 0.1184 2.7154
H -7.3833 0.4038 0.2542
H -5.3953 -0.2464 -1.0759
H -3.3618 -1.0684 0.0484
H -3.3171 1.4752 2.5590
H -1.6590 2.1448 2.4185
H -4.2521 1.0752 4.8025
H -4.0114 1.0651 7.2574
H -1.8085 1.5338 8.2914
H 0.1420 2.0064 6.8391
H -0.1036 1.9763 4.3818
O -1.1228 -3.8786 2.3088
N 0.0047 -3.3636 2.4029
O 0.0435 -2.1062 2.3304
*
```

The HOMO energy is -2.08 eV. As for the orbital gap: 0.221 Eh. As for the maximum force: 0.031 hartree/bohr. For the total energy, the calculation gives -3480.302385 a.u. The LUMO energy is 3.95 eV.